(1)
Density functional theory data (wB97M-V/def2-TZVPD) for a cluster of 4 separate species, C5H18NO4 in total.

E = -556.7930 a.u.
Orbital gap = 11.070 eV
Total charge = +1
Relative energy (zero: lowest compared OMol25 entry of this formula, charge and spin) = 0.00 kJ/mol
HOMO level = -14.18 eV
LUMO = -3.111 eV

Geometry (Å):
C  1.30939  1.08372  2.38709
O  -0.01047  0.63404  2.70367
C  2.07391  0.11861  1.48213
C  1.35823  -0.25441  0.18219
C  1.22259  0.93187  -0.76339
C  -0.59908  0.88103  -2.36232
N  0.58065  0.53352  -2.01954
H  1.16361  2.04656  1.90093
H  1.88354  1.24268  3.29962
H  0.01975  -0.22214  3.14750
H  2.27685  -0.79735  2.04325
H  3.05166  0.55680  1.26237
H  1.89450  -1.07928  -0.29315
H  0.36300  -0.64063  0.40526
H  0.61267  1.70876  -0.30502
H  2.19479  1.36825  -1.00316
H  -1.00858  0.59705  -3.31622
H  -1.11728  1.60677  -1.75219
H  1.10543  -0.12499  -2.58173
H  -2.68749  -3.75998  -0.69441
H  -1.90496  -3.95808  -1.99102
O  -1.95633  -3.39844  -1.20807
H  -1.19985  0.85289  1.41222
H  -2.57942  1.48784  1.04202
O  -1.81882  1.03136  0.66625
H  -2.12628  -0.23907  -0.64716
H  -2.02313  -1.59054  -1.44926
O  -2.07889  -0.61685  -1.54783

Atomic forces in eV per Å
0.1 -0.2 -0.2
0.0 -0.1 -0.1
-0.1 0.0 0.1
0.0 -0.1 0.2
0.1 0.0 0.3
-0.2 -0.1 -0.1
0.3 0.2 0.2
0.0 0.1 0.1
0.0 0.1 0.0
0.1 0.1 0.1
0.0 0.0 0.0
0.0 0.0 0.0
0.1 0.1 -0.1
-0.1 0.0 0.0
-0.1 0.0 -0.1
0.0 -0.1 0.0
0.0 -0.1 -0.1
-0.1 -0.1 0.1
-0.1 0.0 -0.2
0.0 0.0 0.0
0.0 0.0 0.0
0.0 0.0 0.0
-0.3 0.1 0.0
0.1 0.0 0.0
0.2 0.0 0.0
-0.1 -0.1 -0.1
0.0 0.2 -0.1
0.0 0.1 0.2

These are the Löwdin partial charges, in e, on atoms 1 to 4:
1. C -0.223
2. O -0.081
3. C -0.170
4. C -0.176

---

(2)
Density functional theory data (wB97M-V/def2-TZVPD) for a cluster of 5 separate species, C5H18NO6 in total at a distorted geometry.

E = -707.3005 a.u.
Orbital gap = 11.313 eV
Total charge = +1
Relative energy (zero: lowest compared OMol25 entry of this formula, charge and spin) = 90.66 kJ/mol
HOMO level = -14.36 eV
LUMO = -3.044 eV

Geometry (Å):
O  1.31250  3.10175  0.62192
C  1.47539  1.87309  1.09805
C  1.92322  0.90660  -0.00117
N  1.11959  -0.39163  0.06878
C  0.61249  -0.61046  -1.32519
C  1.49368  0.18175  -2.25194
C  1.88854  1.44112  -1.46781
O  1.28888  1.54858  2.23378
H  1.21141  3.77056  1.31493
H  2.92904  0.65968  0.24922
H  1.69611  -1.15500  0.39760
H  0.29474  -0.29961  0.71329
H  0.67676  -1.65937  -1.53650
H  -0.43607  -0.35997  -1.43263
H  2.31031  -0.32594  -2.75314
H  0.87138  0.48714  -3.08306
H  1.10595  2.18522  -1.52326
H  2.91265  1.76611  -1.61553
H  -2.34485  -2.32315  0.49218
H  -1.13938  -3.37689  0.72421
O  -1.51114  -2.52368  0.95258
H  -3.12095  0.53993  1.95744
H  -1.95538  0.37248  1.06993
O  -2.91940  0.48426  1.01347
H  -0.16954  -0.20198  3.10109
H  -0.80630  -1.46661  2.16115
O  -0.47319  -0.55477  2.26267
H  -3.14708  -1.21367  -1.86438
H  -3.83601  -1.13822  -0.52586
O  -3.26335  -1.71734  -1.05181

Atomic forces in eV per Å
0.4 0.3 -0.5
-0.4 0.1 0.0
-0.6 0.4 0.0
-0.8 1.5 -0.7
0.5 -1.1 -0.5
-0.3 1.2 -0.9
-0.1 -1.7 1.6
0.2 -0.1 0.2
-0.2 -0.2 0.3
0.8 -0.3 0.3
0.0 -0.2 0.1
0.7 -0.3 0.6
-0.1 -0.6 0.0
-0.1 0.4 0.5
0.3 -0.4 0.6
-0.1 0.1 -0.3
0.3 0.4 -0.3
-0.3 0.6 -0.7
0.4 -0.4 -0.4
-0.6 -0.2 -0.3
0.5 0.4 0.6
-0.4 0.1 -0.2
-0.3 -0.1 -0.1
0.5 0.0 0.3
-0.1 -0.6 0.2
-0.2 0.0 0.7
0.0 0.6 -1.0
0.0 -0.2 -0.1
0.1 0.0 0.0
-0.3 0.3 0.1

These are the Löwdin partial charges, in e, on atoms 1 to 4:
1. O 0.149
2. C -0.474
3. C -0.123
4. N 0.128

---

(3)
Density functional theory data (wB97M-V/def2-TZVPD) for a structure of composition C5H18NOSn at a distorted geometry.

E = -545.3888 a.u.
Orbital gap = 3.271 eV
Total charge = -1
Relative energy (zero: lowest compared OMol25 entry of this formula, charge and spin) = 29.13 kJ/mol
HOMO level = 0.00 eV
LUMO = 3.268 eV

Geometry (Å):
C  -0.99173  1.08845  -3.74436
Sn  -1.19480  0.49207  -1.75638
N  0.42838  -1.16025  -2.01440
H  -2.29189  0.91124  -0.44466
H  0.02458  1.72031  -1.52718
H  -0.96954  2.18177  -3.71995
H  -1.88400  0.54479  -4.09877
H  0.02570  0.86124  -4.08529
H  0.36908  -2.03015  -1.50356
H  1.31314  -0.79604  -1.64587
H  0.63826  -1.49033  -2.95993
C  -0.43089  1.44917  2.29276
C  0.57688  1.00121  1.28193
O  0.18491  -0.10133  0.44785
C  0.00259  -1.27813  1.29444
C  1.07767  -1.68967  2.26138
H  -1.41459  1.52856  1.86117
H  -0.20742  2.40622  2.76023
H  -0.49779  0.72000  3.07733
H  0.81292  1.81623  0.64082
H  1.51533  0.64569  1.71382
H  -0.98285  -1.23979  1.77915
H  -0.12516  -2.07191  0.57205
H  1.11740  -1.09377  3.14746
H  0.85155  -2.70769  2.55798
H  2.05224  -1.70788  1.81200

Atomic forces in eV per Å
-0.6 1.0 -0.9
-0.7 -1.6 1.3
1.9 -0.7 -0.2
-0.5 1.1 0.2
0.6 0.2 0.8
-0.8 0.1 -0.5
0.9 0.7 -1.2
-0.5 -0.8 -0.1
-0.8 -0.5 0.4
0.4 0.4 -0.1
-0.1 0.2 -0.4
-0.3 -0.3 0.4
0.7 -0.6 -0.4
0.2 -0.5 2.4
-1.1 0.2 -1.4
-0.1 -0.1 -0.2
-0.4 0.1 -0.5
0.3 0.1 -0.1
-0.1 -0.4 0.7
0.1 0.5 -0.9
0.1 0.5 0.5
0.2 0.3 0.2
0.0 -0.3 -0.3
0.0 0.5 0.6
-0.1 -0.3 0.1
0.6 0.1 -0.4

These are the Löwdin partial charges, in e, on atoms 1 to 4:
1. C -0.471
2. Sn 0.480
3. N -0.107
4. H -0.202

---

(4)
Density functional theory data (wB97M-V/def2-TZVPD) for a cluster of 4 separate species, C5H19N2O4 in total at a distorted geometry.

E = -612.0585 a.u.
Orbital gap = 9.338 eV
Total charge = +1
Relative energy (zero: lowest compared OMol25 entry of this formula, charge and spin) = 354.76 kJ/mol
HOMO level = -12.10 eV
LUMO = -2.762 eV

Geometry (Å):
N  1.08464  0.27902  -0.75263
C  0.70211  -0.92199  -1.58182
C  -0.80372  -1.05933  -1.75428
N  -1.52157  -1.38531  -0.50385
C  -1.92481  -2.85756  -0.43462
C  -2.38421  -0.34138  -0.00471
C  -1.79915  -0.00592  1.39248
O  -1.03159  0.94167  1.43960
H  1.35641  -0.03430  0.11553
H  0.55683  1.19408  -0.63271
H  1.92739  0.78590  -1.23654
H  1.15018  -0.83152  -2.66138
H  1.06791  -1.74671  -0.86397
H  -1.19483  -0.06248  -2.06615
H  -1.26993  -1.57280  -2.65678
H  -1.86926  -3.35864  -1.38229
H  -2.98624  -2.88888  -0.14127
H  -1.22600  -3.29658  0.19510
H  -3.43557  -0.58466  0.04107
H  -2.30331  0.62794  -0.59100
H  -1.90122  -0.82254  2.25360
H  0.36683  3.39430  0.61761
H  1.66912  3.50293  1.45426
O  1.35141  3.31002  0.53068
H  2.27096  3.11228  -1.23743
H  3.50550  2.26612  -0.76005
O  2.84030  2.29728  -1.50725
H  1.48858  -0.49412  3.33566
H  1.80505  -1.98232  3.50568
O  1.75723  -1.34231  2.76249

Atomic forces in eV per Å
0.9 3.3 -3.6
-0.2 -1.2 -0.9
-2.3 1.6 -0.2
0.6 -1.2 -1.8
-1.3 2.9 -0.5
-0.1 1.0 0.7
0.9 -0.6 -0.3
-0.6 -0.8 0.8
0.7 -0.6 2.8
-0.5 -1.9 -0.1
-0.7 -0.8 1.0
-0.3 -0.4 2.4
-0.2 0.8 -2.0
0.6 -0.1 0.3
1.5 -0.5 1.1
0.1 0.1 -0.7
0.6 -0.3 0.4
0.6 -1.2 1.5
-0.4 -0.4 0.0
0.0 -1.3 0.6
0.1 1.7 -1.4
1.2 0.0 0.0
-0.4 -0.2 -1.4
-1.1 0.3 1.6
1.4 -2.0 -0.5
-0.9 0.1 -1.3
-0.2 1.6 1.6
0.9 -2.6 -2.1
0.1 0.1 -0.9
-1.0 2.5 2.8

These are the Löwdin partial charges, in e, on atoms 1 to 4:
1. N 0.153
2. C -0.112
3. C -0.211
4. N -0.208

---

(5)
Density functional theory data (wB97M-V/def2-TZVPD) for a cluster of 5 separate species, C5H19NO4 in total at a distorted geometry.

E = -557.5594 a.u.
Orbital gap = 9.047 eV
SMILES = C/C=C(\C)NC.O.O.O.O
Relative energy (zero: lowest compared OMol25 entry of this formula, charge and spin) = 190.07 kJ/mol
HOMO level = -8.89 eV
LUMO = 0.154 eV

Geometry (Å):
C  -1.17881  1.53155  1.67962
N  -0.81920  0.43666  0.77502
C  0.55332  0.38149  0.25004
C  0.93359  1.24095  -0.69891
C  2.26408  1.18826  -1.32098
C  1.52808  -0.39685  1.08222
H  -0.50561  1.63083  2.52986
H  -1.12878  2.55352  1.27397
H  -2.15378  1.37780  2.10654
H  -1.39893  0.53682  -0.05385
H  0.27909  2.04366  -1.05522
H  2.58984  2.18331  -1.56899
H  3.09933  0.72400  -0.75854
H  2.30706  0.53223  -2.21646
H  2.19879  0.34131  1.59275
H  1.94182  -1.23242  0.51693
H  1.05063  -0.87046  1.94551
H  -2.44586  -1.89824  2.74374
H  -1.98427  -0.83196  1.91574
O  -2.75543  -1.00925  2.49733
H  1.70177  -2.71768  -0.44982
H  1.56076  -2.73037  -2.00417
O  2.14901  -2.92105  -1.27120
H  -2.51140  0.53430  -2.40845
H  -2.43572  1.76643  -1.61890
O  -1.96004  0.92055  -1.71137
H  -1.35254  -1.83175  -0.60335
H  -0.57369  -1.32109  -1.73511
O  -0.95312  -2.16255  -1.43395

Atomic forces in eV per Å
0.9 0.7 0.4
0.2 -0.2 -0.6
-1.0 1.6 1.4
-0.3 -0.6 0.3
1.7 -0.9 -0.6
-0.3 0.0 0.9
0.2 -0.6 0.1
-0.1 -0.2 -0.6
-0.5 -0.2 0.0
0.0 -0.1 0.4
-0.1 -0.6 0.0
0.2 0.4 -0.4
-0.7 0.3 0.4
-0.4 0.7 0.0
0.3 -1.0 -1.0
0.9 0.6 0.2
-0.5 0.1 -0.3
-0.8 0.1 0.5
-0.4 0.9 -0.1
1.2 -1.0 -0.4
-0.5 -0.1 -0.2
-0.4 0.0 0.3
0.8 -0.2 -0.2
0.3 -0.5 0.1
0.5 -0.1 0.3
-1.3 0.7 -1.0
0.1 -0.6 -0.3
0.1 -0.2 -0.2
-0.1 1.0 0.6

These are the Löwdin partial charges, in e, on atoms 1 to 4:
1. C -0.113
2. N -0.097
3. C -0.342
4. C -0.134

---

(6)
Density functional theory data (wB97M-V/def2-TZVPD) for a structure of composition C5H20FN10O5Zn at a distorted geometry.

E = -3005.0440 a.u.
Orbital gap = 2.910 eV
Total charge = +1
Relative energy (zero: lowest compared OMol25 entry of this formula, charge and spin) = 1452.96 kJ/mol
HOMO level = -11.81 eV
LUMO = -8.903 eV

Geometry (Å):
Zn  0.95271  0.32587  -0.48578
F  3.83174  -0.00333  -2.22573
C  0.20493  5.51823  -2.41165
O  0.32385  4.58029  -1.71186
N  1.00085  5.64052  -3.45318
N  -0.64608  6.49461  -2.23423
H  0.93181  6.45133  -4.05144
H  1.66869  4.88640  -3.52674
H  -0.84583  7.12362  -2.99878
H  -1.37965  6.34139  -1.55711
C  3.78629  2.42611  4.10600
O  3.13616  1.77869  3.30597
N  4.96043  2.96730  4.01688
N  3.58850  2.30892  5.34542
H  5.42281  3.01124  3.12000
H  5.21561  3.56697  4.78849
H  4.29300  2.69397  5.95821
H  2.94842  1.58521  5.63977
C  -0.96901  -2.57718  -4.86407
O  -0.97847  -1.54947  -4.13165
N  -1.31395  -2.41747  -6.06568
N  -0.66397  -3.81348  -4.45304
H  -1.39485  -1.45800  -6.37063
H  -1.41675  -3.11054  -6.79312
H  -0.55793  -4.61165  -5.06277
H  -0.68663  -4.12232  -3.49168
C  0.95665  -4.77944  2.15265
O  0.98332  -3.93591  1.30367
N  1.91509  -4.98182  2.96712
N  0.05184  -5.66677  2.26062
H  2.57131  -4.22033  2.86906
H  2.10800  -5.86722  3.41316
H  -0.78159  -5.57252  1.69794
H  0.03656  -6.26349  3.07535
C  -4.39541  -0.18132  1.22669
O  -3.16324  -0.04284  1.23053
N  -5.11541  -0.37024  2.29908
N  -5.07282  -0.41787  0.16711
H  -6.10805  -0.52529  2.19549
H  -4.61335  -0.63276  3.13522
H  -6.06623  -0.47741  0.33942
H  -4.71933  -0.10199  -0.72472

Atomic forces in eV per Å
1.3 -0.2 -0.8
-1.5 0.2 0.9
0.7 0.7 -1.4
-0.1 -4.1 3.6
1.3 0.5 -2.2
-2.7 2.5 0.6
0.6 -0.5 -0.1
0.1 0.6 -0.5
-0.1 -0.1 0.3
0.2 0.1 -0.2
-0.2 -3.0 -2.5
-0.7 0.3 -2.0
4.1 2.9 -3.2
-3.2 -0.6 7.4
0.0 0.5 0.3
0.6 0.1 -0.9
-0.8 -0.8 0.5
0.0 0.5 0.3
0.6 1.5 5.1
0.4 -1.3 0.4
-1.4 0.9 -6.3
0.5 -2.1 0.9
-0.1 -0.2 0.1
0.1 -0.1 0.5
-0.2 0.5 -0.4
0.1 0.9 0.0
0.0 0.5 -1.9
-0.3 3.0 -2.1
4.8 0.8 3.4
-5.2 -3.8 0.1
0.7 -0.7 0.6
0.2 0.5 -0.1
0.2 -0.2 0.2
-0.4 0.1 -0.3
4.5 -0.7 1.0
-0.1 0.6 0.2
-1.2 0.1 3.4
-2.7 0.1 -4.5
0.4 -0.1 0.7
-0.5 0.2 0.0
0.1 0.0 -1.1
-0.3 -0.1 0.1

These are the Löwdin partial charges, in e, on atoms 1 to 4:
1. Zn 1.260
2. F -0.397
3. C -0.829
4. O 0.041

---

Question: What is the relative energy (zero: lowest compared OMol25 entry of this formula, charge and spin) in the first record?
Answer: 0.00 kJ/mol

---

Copy entry 5 word for word.
Density functional theory data (wB97M-V/def2-TZVPD) for a cluster of 5 separate species, C5H19NO4 in total at a distorted geometry.

E = -557.5594 a.u.
Orbital gap = 9.047 eV
SMILES = C/C=C(\C)NC.O.O.O.O
Relative energy (zero: lowest compared OMol25 entry of this formula, charge and spin) = 190.07 kJ/mol
HOMO level = -8.89 eV
LUMO = 0.154 eV

Geometry (Å):
C  -1.17881  1.53155  1.67962
N  -0.81920  0.43666  0.77502
C  0.55332  0.38149  0.25004
C  0.93359  1.24095  -0.69891
C  2.26408  1.18826  -1.32098
C  1.52808  -0.39685  1.08222
H  -0.50561  1.63083  2.52986
H  -1.12878  2.55352  1.27397
H  -2.15378  1.37780  2.10654
H  -1.39893  0.53682  -0.05385
H  0.27909  2.04366  -1.05522
H  2.58984  2.18331  -1.56899
H  3.09933  0.72400  -0.75854
H  2.30706  0.53223  -2.21646
H  2.19879  0.34131  1.59275
H  1.94182  -1.23242  0.51693
H  1.05063  -0.87046  1.94551
H  -2.44586  -1.89824  2.74374
H  -1.98427  -0.83196  1.91574
O  -2.75543  -1.00925  2.49733
H  1.70177  -2.71768  -0.44982
H  1.56076  -2.73037  -2.00417
O  2.14901  -2.92105  -1.27120
H  -2.51140  0.53430  -2.40845
H  -2.43572  1.76643  -1.61890
O  -1.96004  0.92055  -1.71137
H  -1.35254  -1.83175  -0.60335
H  -0.57369  -1.32109  -1.73511
O  -0.95312  -2.16255  -1.43395

Atomic forces in eV per Å
0.9 0.7 0.4
0.2 -0.2 -0.6
-1.0 1.6 1.4
-0.3 -0.6 0.3
1.7 -0.9 -0.6
-0.3 0.0 0.9
0.2 -0.6 0.1
-0.1 -0.2 -0.6
-0.5 -0.2 0.0
0.0 -0.1 0.4
-0.1 -0.6 0.0
0.2 0.4 -0.4
-0.7 0.3 0.4
-0.4 0.7 0.0
0.3 -1.0 -1.0
0.9 0.6 0.2
-0.5 0.1 -0.3
-0.8 0.1 0.5
-0.4 0.9 -0.1
1.2 -1.0 -0.4
-0.5 -0.1 -0.2
-0.4 0.0 0.3
0.8 -0.2 -0.2
0.3 -0.5 0.1
0.5 -0.1 0.3
-1.3 0.7 -1.0
0.1 -0.6 -0.3
0.1 -0.2 -0.2
-0.1 1.0 0.6

These are the Löwdin partial charges, in e, on atoms 1 to 4:
1. C -0.113
2. N -0.097
3. C -0.342
4. C -0.134